1.
Below is a structure of composition C60H69N4O3PS2Zr at a distorted geometry, with properties calculated with ωB97M-V/def2-TZVPD.

Energy relative to the best compared isomer or geometry (same formula, charge and spin) = 0.0 kJ/mol
Net charge = 0
LUMO = -0.386 eV
HOMO energy = -0.241 Ha

Geometry (Å):
Zr  -0.44593  0.46689  -0.07022
S  -2.10525  2.34689  -0.02419
S  1.02835  2.36761  -0.93307
P  -2.89262  -1.24682  -0.36853
O  1.05963  -0.02014  -2.78934
O  1.07897  -0.92850  -5.41607
O  -1.03336  0.41950  -2.16338
N  0.36793  -1.77045  -0.82864
N  0.39447  3.09021  1.99076
N  -1.42987  -0.05723  1.92069
N  1.72498  -0.10357  0.77536
C  -0.22843  -2.38681  -1.84803
C  1.73094  -4.74052  -4.77388
C  -3.20594  -0.61931  3.53691
C  -1.06992  1.53308  3.80420
C  1.46881  8.14650  0.65882
C  3.52047  0.29760  2.30215
C  0.40970  -3.23159  -2.73101
C  0.25093  -0.49089  3.64686
C  0.72923  1.11557  5.39440
C  1.00175  5.53494  1.43993
C  6.58222  -1.12959  1.49430
C  0.05546  -0.03943  -5.58105
C  2.39954  -2.80098  -1.54785
C  2.31764  0.63990  1.71447
C  -6.94123  -1.24121  3.09602
C  -3.69047  -1.51294  -3.01438
C  3.54609  -1.62778  0.93338
C  2.20412  6.14972  1.77469
C  0.44454  -1.88282  3.10659
C  1.77255  -3.44263  -2.61059
C  -2.07812  1.72360  -5.93233
C  -4.51349  0.53335  -1.79912
C  1.52836  1.55655  6.59452
C  0.72662  4.17484  1.80989
C  -4.53667  -0.87689  3.80423
C  1.68341  -1.98808  -0.69420
C  5.82727  -0.52365  3.79696
C  -0.55945  0.53083  -4.46295
C  -2.90412  -3.12530  -0.22514
C  -1.86124  5.53768  -2.46167
C  -0.72731  0.35459  3.11087
C  -0.32869  1.88502  4.92211
C  -4.28190  -3.77542  -0.13877
C  3.74016  -3.42048  -4.12826
C  -4.16762  -0.94813  -1.67419
C  -5.47899  -1.04193  2.79187
C  -2.03974  -3.55301  0.96075
C  -4.98801  -1.05027  1.49732
C  -2.72102  -0.49234  2.21581
C  4.16016  -0.87412  1.93264
C  0.03171  6.22132  0.70672
C  0.34590  4.60182  -2.32144
C  -0.51138  5.57659  -2.79987
C  0.27234  7.52770  0.32025
C  -1.45970  1.14878  -7.03355
C  -0.40524  0.26920  -6.85758
C  -0.11360  3.57062  -1.49200
C  -3.64245  -0.83035  1.20702
C  -1.47418  3.53746  -1.14249
C  2.35527  -1.21864  0.37233
C  0.99079  -0.08269  4.75583
C  -2.33223  4.52483  -1.64243
C  2.43339  7.45860  1.38208
C  3.13484  -5.50545  -2.85825
C  2.58147  -4.27580  -3.59135
C  -0.09384  0.28125  -3.05588
C  5.39545  -2.81218  2.92836
C  -1.62751  1.40420  -4.66239
C  -2.20535  2.42594  3.39199
C  5.47787  -1.32866  2.54379
H  -2.54341  6.29129  -2.83647
H  -2.43265  -3.49415  -1.13866
H  1.41329  -1.16191  -6.28898
H  -1.92725  -4.64029  0.96896
H  -3.53587  -2.59489  -2.97851
H  1.79037  1.53352  2.01490
H  -4.88763  -3.59348  -1.02765
H  -0.47306  8.06031  -0.25554
H  0.07274  -0.18824  -7.71832
H  -2.56057  2.99378  4.25397
H  -4.43829  -1.31233  -3.78534
H  5.02913  -0.57545  4.54095
H  5.25389  -3.45674  2.06029
H  1.29509  -3.89061  -5.30406
H  6.01625  0.52583  3.56447
H  -5.67345  -1.24974  0.67987
H  1.39531  4.61850  -2.58989
H  -1.04913  -3.10185  0.92323
H  3.91365  0.94708  3.06967
H  1.36575  -2.32619  3.49066
H  2.95066  5.59982  2.33230
H  -1.88380  3.12294  2.62091
H  -0.12934  6.36153  -3.44153
H  0.92292  -5.40260  -4.45557
H  2.35636  -5.29584  -5.47445
H  -4.85342  -0.93183  4.84148
H  -4.90470  0.93739  -0.86481
H  3.36847  -2.46982  -4.51621
H  -2.50747  -3.25571  1.90274
H  0.90894  1.57424  7.49398
H  6.39194  -1.72885  0.60172
H  3.76797  -5.21552  -2.01730
H  2.32445  -6.12840  -2.47416
H  -0.58451  2.80389  5.44229
H  3.98368  -2.55902  0.60406
H  6.64774  -0.08288  1.19175
H  -5.06384  -1.49441  -1.37278
H  6.73478  -0.92875  4.24681
H  2.36609  0.88368  6.77891
H  -4.16094  -4.85786  -0.03999
H  4.47711  -3.20252  -3.35377
H  -0.38981  -2.51809  3.41751
H  -1.79661  1.38260  -8.03574
H  -2.76144  -1.02971  -3.32855
H  1.77050  -0.73675  5.13791
H  -3.62806  1.11333  -2.05967
H  -0.88487  5.71502  0.43093
H  1.65333  9.16828  0.35193
H  -7.09532  -2.07622  3.78276
H  -3.04505  1.87202  2.97831
H  -2.89695  2.41923  -6.06065
H  -0.16532  -3.65385  -3.54205
H  0.46378  -1.91315  2.02080
H  -7.50510  -1.44749  2.18566
H  3.73652  -6.10822  -3.54220
H  1.92638  2.56365  6.45594
H  -2.53723  -0.47789  4.37488
H  -2.08153  1.85181  -3.78710
H  6.32469  -3.11606  3.41350
H  -3.38018  4.48450  -1.36746
H  -4.83111  -3.42764  0.73679
H  7.54777  -1.43095  1.90650
H  4.25302  -3.95553  -4.93002
H  4.57279  -2.99073  3.62421
H  3.47019  -2.87942  -1.42145
H  -5.26704  0.66687  -2.58059
H  -1.26101  -2.13473  -2.01067
H  3.36746  7.94166  1.63754
H  -7.37550  -0.35299  3.56023

Atoms 1-6, force components in eV/Å:
Zr -0.96 -0.61 -0.44
S -0.03 0.01 0.25
S 0.09 -0.09 0.27
P -0.09 0.20 0.09
O 0.06 -0.06 -0.19
O 0.03 -0.02 0.00

=====

2.
Below is a structure of composition C18H20Cl3NO2PRuSe2SiTe at a distorted geometry, with properties calculated with ωB97M-V/def2-TZVPD.

⟨S²⟩ = 0.88
Energy relative to the best compared isomer or geometry (same formula, charge and spin) = 472.7 kJ/mol
Net charge = 0
LUMO (alpha / beta) = -2.702 / -2.667 eV
Spin multiplicity = 2
HOMO energy (alpha / beta) = -0.265 / -0.258 Ha

Geometry (Å):
Te  -2.85370  -0.07040  -0.15550
Ru  0.31940  0.06190  0.75580
Se  2.69460  -0.04830  0.01360
Se  -1.17230  0.42300  2.53260
Cl  0.69360  -3.59880  1.92420
Cl  -1.91030  -3.02550  0.05180
Cl  1.00440  -2.93920  -1.28160
P  2.35690  -0.04450  2.21120
Si  0.04450  -2.29330  0.45450
O  2.42430  2.65820  0.61520
O  -1.85470  2.25990  -0.75000
N  0.26290  2.12850  0.09990
C  3.69220  -2.75350  4.86940
C  -4.21560  -1.11690  1.16750
C  0.83270  4.42300  0.12560
C  -4.47960  0.91360  -1.19690
C  1.29130  2.98930  0.33610
C  4.40010  -3.57680  2.72410
C  -0.66760  4.28560  -0.07990
C  3.86070  -2.46190  2.10770
C  2.48100  2.37100  3.52300
C  3.24960  -1.48300  2.88190
C  4.45780  3.69770  3.77510
C  3.09720  3.52280  3.97340
C  -0.84720  2.78770  -0.28600
C  3.23690  1.40150  2.87630
C  3.15680  -1.63540  4.26480
C  4.59810  1.57330  2.66680
C  5.20520  2.72940  3.12130
C  4.31400  -3.72390  4.09960
H  -5.03610  1.57470  -0.54560
H  -3.63300  -1.62630  1.92880
H  1.41180  2.22050  3.64720
H  -1.07170  4.84490  -0.92210
H  4.71160  -4.60790  4.57340
H  -1.22680  4.56670  0.81670
H  1.12520  5.04490  0.97050
H  -4.04340  1.47770  -2.01140
H  2.66010  -0.87080  4.85030
H  6.26010  2.88380  2.95110
H  -4.80100  -1.84540  0.61590
H  2.51660  4.29050  4.46590
H  -5.13100  0.14140  -1.58970
H  4.87400  -4.33860  2.12330
H  3.60660  -2.87730  5.93870
H  4.93330  4.60470  4.11890
H  -4.86900  -0.38980  1.64010
H  5.15760  0.81660  2.13290
H  3.92560  -2.34360  1.03060
H  1.34940  4.80330  -0.75740

Atoms 1-6, force components in eV/Å:
Te -0.48 0.33 1.31
Ru 0.69 -0.18 2.14
Se 0.35 -1.14 -0.22
Se -1.40 -0.30 -1.81
Cl -0.11 -0.02 0.08
Cl 0.33 -0.27 0.22

=====

3.
Below is a cluster of 5 separate species, C22H28BrF15NO13S in total at a distorted geometry, with properties calculated with ωB97M-V/def2-TZVPD.

Net charge = -1
LUMO = 2.112 eV
HOMO energy = -0.201 Ha

Geometry (Å):
Br  0.50456  -2.48218  4.94566
S  1.18532  0.40135  1.30488
F  -1.59605  -4.59768  4.60718
F  0.55979  2.94926  -3.69018
F  -2.76738  8.35881  -1.07061
F  0.26808  1.15959  3.75109
F  3.26815  -3.36987  -7.53261
F  1.23394  -2.83643  -7.05713
F  2.25708  1.99854  3.08074
F  -1.16989  9.56473  -0.25787
F  1.79273  4.30537  -4.82133
F  2.17922  -4.49731  -6.04948
F  -0.82544  -6.60506  4.49801
F  -0.24842  4.83031  -4.35264
F  -3.15033  9.67532  0.59103
F  0.40251  2.72753  2.17218
F  0.29526  -5.07790  5.53731
O  -0.12920  -0.05820  0.86423
O  -1.15166  -6.02312  7.67328
O  4.03319  -1.94214  -5.31144
O  1.74873  1.20483  0.20826
O  -2.98072  -6.07038  6.36953
O  1.66790  -1.97493  -0.48589
O  -0.18290  4.08110  -6.93735
O  3.51909  -2.74587  0.35939
O  -1.21386  6.74592  0.41448
O  2.49524  -0.80169  3.99677
O  -2.12979  7.71310  2.22192
O  0.01769  1.96882  -6.20014
O  1.90813  -2.00829  -4.59194
N  2.27598  -1.62449  2.91539
C  0.09065  3.14776  -6.01644
C  2.89929  -2.31657  -5.42100
C  -2.24756  8.83000  0.07616
C  1.24283  -3.94591  2.58175
C  -3.77631  -6.45101  7.50157
C  -0.94642  -5.53513  5.30859
C  -4.10487  -5.24847  8.36321
C  0.99482  1.62070  2.72248
C  -1.67542  -5.89144  6.60500
C  2.25123  -1.15761  -3.47418
C  -0.76849  5.64153  1.22620
C  -0.58395  3.59074  -8.22574
C  -1.88054  7.70887  1.05030
C  2.39537  -3.25472  -6.51986
C  -2.04225  3.17883  -8.22022
C  0.54706  3.80540  -4.71289
C  -1.89935  4.66988  1.48968
C  2.32977  0.29262  -3.90574
C  2.42476  -0.93809  1.64953
C  0.21281  -4.31761  1.44558
C  2.52290  -1.93495  0.39906
C  1.03037  -2.42997  2.99696
H  -4.58206  -4.46932  7.76568
H  1.46077  -1.27708  -2.73574
H  1.24711  -4.64277  3.44293
H  -2.34481  4.33773  0.54989
H  -4.69628  -6.88005  7.10350
H  -0.63655  -4.92617  1.85792
H  0.06509  2.77263  -8.54395
H  -2.21374  2.34338  -7.54026
H  2.25833  -3.96909  2.09350
H  -2.67089  4.00330  -7.87772
H  3.40132  -0.90429  4.33058
H  0.68895  -4.87324  0.59519
H  -2.69592  5.13696  2.07175
H  3.17806  -1.49180  -3.00682
H  -0.26615  -3.41813  0.97413
H  -0.32258  6.00357  2.15446
H  -0.43641  4.41089  -8.92900
H  3.42549  -0.42752  1.67894
H  -4.77297  -5.53038  9.17813
H  1.40069  0.59843  -4.38992
H  2.51227  0.93884  -3.04655
H  -2.36124  2.88043  -9.21966
H  -3.27727  -7.23443  8.07540
H  0.02042  5.14177  0.66423
H  0.14358  -1.99437  2.48216
H  3.13238  0.44748  -4.63097
H  -3.20216  -4.81249  8.79306
H  -1.53907  3.80187  2.03640

Atoms 1-6, force components in eV/Å:
Br 0.06 1.28 -0.83
S -1.16 0.43 -5.27
F -0.33 -0.39 0.38
F -0.17 -0.03 -0.58
F 0.14 -0.18 0.33
F 0.84 0.75 -0.79

=====

4.
Below is a cluster of 2 separate species, C3H10N2O in total at a distorted geometry, with properties calculated with ωB97M-V/def2-TZVPD.

Structure (SMILES) = C/C(N)=C/N.O
Energy relative to the best compared isomer or geometry (same formula, charge and spin) = 178.6 kJ/mol
Net charge = 0
LUMO = 0.946 eV
HOMO energy = -0.279 Ha

Geometry (Å):
O  -3.51277  -1.72538  -1.12847
N  -0.03652  -0.44679  1.76660
N  2.15231  -0.28328  -0.00072
C  0.96941  0.56397  -0.17163
C  0.16689  0.62199  0.89554
C  1.07569  1.73098  -1.09002
H  0.98493  1.50728  -2.15205
H  2.02831  -1.12271  -0.55574
H  0.24202  -0.25476  2.71650
H  2.01460  2.28390  -0.96758
H  -3.97190  -2.41872  -1.61615
H  -0.33200  1.52494  1.24475
H  -3.74191  -1.97154  -0.22492
H  0.25894  2.42465  -0.86705
H  2.91086  0.16552  -0.50839
H  0.22952  -1.34540  1.40813

Atoms 1-6, force components in eV/Å:
O -0.32 -0.45 0.17
N -0.19 0.26 0.09
N -0.58 -0.64 -1.40
C 1.16 0.98 1.44
C -0.34 -0.13 0.24
C -0.32 0.59 -0.16

=====

5.
Below is a cluster of 10 separate species, C5H26O9 in total at a distorted geometry, with properties calculated with ωB97M-V/def2-TZVPD.

Structure (SMILES) = C=CC(=C)C.O.O.O.O.O.O.O.O.O
Energy relative to the best compared isomer or geometry (same formula, charge and spin) = 528.1 kJ/mol
Net charge = 0
LUMO = -0.189 eV
HOMO energy = -0.362 Ha

Geometry (Å):
O  -0.20735  2.55379  -2.15365
O  0.08183  -1.08046  -3.36399
O  0.81030  -3.84470  -1.26462
O  2.29160  0.44036  2.57465
O  3.60703  -0.29087  -0.74128
O  2.00969  2.03154  -0.67314
O  2.58006  -2.42674  0.26138
O  -2.07184  3.57647  -0.54760
O  -3.15618  2.42347  1.59911
C  -1.92790  -1.24004  1.23621
C  -3.19745  -1.38172  0.75079
C  -1.11475  -2.47749  1.51746
C  -0.56591  0.60766  0.57148
C  -1.11868  -0.02010  1.60689
H  -1.41414  3.56662  0.25981
H  -1.19722  -0.02175  2.70238
H  0.00958  -2.35260  1.38850
H  -3.21588  1.44162  1.63878
H  -3.90963  -0.53206  0.48209
H  -3.85063  -2.29537  0.62375
H  0.84231  -1.69862  -3.77869
H  3.09964  0.72602  2.68163
H  -2.90154  3.28229  -0.27833
H  2.16131  2.36708  0.22807
H  -2.13814  2.42889  1.38014
H  -0.75121  3.30489  -1.86829
H  1.23728  2.46190  -1.09586
H  -0.57599  1.75680  -1.62075
H  3.12211  -0.35054  -1.62804
H  -0.67159  0.16585  -0.47738
H  0.22139  -3.10450  -0.94737
H  0.13689  1.44336  0.65451
H  3.05539  -2.10588  -0.54992
H  -0.53202  -0.76514  -3.96756
H  3.41260  0.58174  -0.39995
H  2.85111  -1.80275  0.93446
H  1.65799  -3.33948  -1.04508
H  -1.22167  -2.82448  2.46000
H  -1.27254  -3.27912  0.80372
H  1.83154  0.95250  1.79545

Atoms 1-6, force components in eV/Å:
O -0.28 -1.89 1.26
O 4.56 -2.84 1.44
O 0.68 2.63 0.67
O -8.31 -1.13 -3.07
O -0.22 -0.43 -2.22
O 0.57 0.00 0.84

=====

6.
Below is a cluster of 13 separate species, C6H39NO13 in total at a distorted geometry, with properties calculated with ωB97M-V/def2-TZVPD.

Energy relative to the best compared isomer or geometry (same formula, charge and spin) = 419.8 kJ/mol
Net charge = 0
LUMO = -0.311 eV
HOMO energy = -0.346 Ha

Geometry (Å):
O  -1.74341  -0.75039  -5.03980
O  -1.37092  1.62415  3.21890
O  -3.21030  -0.89039  -2.84374
O  -2.59772  -0.43366  1.75884
O  2.02746  2.91129  4.19338
O  -2.02674  -2.24296  -0.82448
O  0.43763  -2.34454  -2.29321
O  -0.85066  1.36396  -2.14399
O  0.60177  -2.04296  -5.01254
O  4.71305  -0.97280  -0.65719
O  0.66703  2.77202  1.98005
O  -4.20608  0.69983  -0.29845
O  0.48068  4.79022  0.56586
N  -0.03936  0.99483  0.10281
C  2.14529  -0.32523  0.56574
C  0.57952  -1.94710  1.98137
C  2.72530  -1.09665  2.86768
C  1.50442  -0.77075  1.90139
C  -0.67657  1.89702  -0.85165
C  1.05483  0.22344  -0.47189
H  2.66335  -1.21865  0.16538
H  -1.47930  0.04076  -5.51300
H  0.83589  -0.74240  -0.95747
H  -4.10269  -0.63571  -3.06564
H  -2.80360  -1.22317  1.21013
H  1.01339  -2.73776  2.63157
H  4.17126  -1.60671  -1.11946
H  -1.09749  -1.46472  -5.37503
H  -3.48195  -0.03890  1.69657
H  -2.49464  -1.73591  -1.54842
H  0.36315  -2.40473  -4.14241
H  -0.40421  -2.23882  -1.83265
H  -2.54576  -3.07286  -0.78491
H  0.24132  -2.47084  1.06332
H  2.07200  2.23055  3.51919
H  2.95381  0.42007  0.66392
H  -0.27411  -1.70210  2.68301
H  1.52089  0.81824  -1.28100
H  -0.05325  2.43175  2.58530
H  -1.50692  1.15913  2.40732
H  0.08247  2.62289  -1.12313
H  2.49382  -0.97859  3.92751
H  1.17531  3.29694  4.03370
H  -3.48622  0.22432  -0.73363
H  1.05027  0.13567  2.27774
H  3.67238  -0.70239  2.58561
H  -0.03329  4.18504  0.03123
H  4.66620  -1.10961  0.28798
H  0.89127  1.99023  1.39581
H  1.07197  -2.69542  -1.66796
H  -1.39866  1.02230  3.95965
H  0.71785  4.25594  1.42022
H  -2.66418  -1.03422  -3.65796
H  -1.61154  0.73235  -2.27443
H  -1.62556  2.24015  -0.41092
H  2.92920  -2.19859  2.80858
H  0.98096  -1.20641  -4.68708
H  -0.68145  0.32640  0.49131
H  -4.03715  1.62647  -0.36903

Atoms 1-6, force components in eV/Å:
O 0.76 -1.51 -0.84
O 0.13 1.32 0.83
O 0.78 -0.20 0.45
O -0.97 -0.95 -0.62
O 0.83 -0.36 1.00
O -0.90 -0.17 -0.49

=====

Number 1: M 1080.569 g/mol. Number 2: M 834.372 g/mol. Number 3: M 911.401 g/mol. Number 4: M 90.126 g/mol. Number 5: M 230.254 g/mol. Number 6: M 333.372 g/mol.